# 1
C39H64FNO18Si | wB97M-V/def2-TZVPD

Atoms and positions in Å:
C -2.46 -5.54 -1.34
C -2.97 -5.28 -2.77
C -3.94 -4.09 -2.79
O -4.04 -3.41 -4.03
C -2.88 -2.68 -4.39
C -2.53 -1.54 -3.46
C -1.54 -1.81 -2.53
C -1.16 -0.82 -1.66
C -1.75 0.43 -1.72
C -2.73 0.78 -2.65
Si -3.34 2.61 -2.67
C -4.36 2.94 -1.12
C -4.21 3.16 -4.24
C -1.79 3.70 -2.60
C -3.15 -0.27 -3.50
C -4.30 -0.05 -4.46
C -5.66 0.08 -3.75
C -5.95 -1.06 -2.76
C -5.51 -0.77 -1.33
O -6.35 -1.49 -0.42
C -6.42 -0.90 0.82
C -5.62 -1.60 1.88
O -7.10 0.07 1.01
C -1.13 1.23 -0.61
O -1.49 2.24 -0.09
N -0.01 0.48 -0.13
C 1.27 1.13 0.01
C 2.20 0.47 1.00
O 3.38 0.59 0.95
F 1.63 -0.23 1.98
C -0.11 -0.84 -0.61
O 0.52 -1.78 -0.22
H -1.44 -5.18 -1.19
H -2.50 -6.60 -1.09
H -3.09 -5.02 -0.61
H -3.54 -6.16 -3.05
H -2.15 -5.15 -3.46
H -3.71 -3.40 -1.96
H -4.95 -4.46 -2.59
H -2.00 -3.33 -4.45
H -3.06 -2.32 -5.41
H -1.06 -2.78 -2.50
H -4.51 2.03 -0.54
H -5.34 3.35 -1.38
H -3.84 3.67 -0.50
H -4.09 4.25 -4.27
H -3.69 2.79 -5.13
H -5.27 2.96 -4.29
H -0.88 3.17 -2.90
H -1.67 4.16 -1.63
H -1.92 4.51 -3.32
H -4.41 -0.91 -5.11
H -4.11 0.80 -5.11
H -5.75 1.03 -3.22
H -6.42 0.02 -4.53
H -7.03 -1.19 -2.71
H -5.54 -2.00 -3.12
H -4.46 -1.02 -1.17
H -5.63 0.30 -1.14
H -5.89 -1.21 2.85
H -5.82 -2.67 1.82
H -4.55 -1.46 1.68
H 1.80 1.22 -0.93
H 1.08 2.13 0.43
C 6.41 0.36 0.79
C 6.23 1.15 -0.48
O 7.28 2.12 -0.67
C 8.43 1.64 -1.13
O 8.65 0.49 -1.43
O 9.29 2.65 -1.22
C 10.60 2.26 -1.65
H 6.50 1.03 1.65
H 5.56 -0.30 0.95
H 7.31 -0.25 0.74
H 5.31 1.73 -0.44
H 6.17 0.50 -1.36
H 10.55 1.70 -2.58
H 11.09 1.66 -0.89
H 11.15 3.19 -1.80
C 2.79 1.62 4.61
C 3.08 2.56 3.45
O 2.89 3.94 3.82
C 3.88 4.48 4.52
O 4.89 3.93 4.86
O 3.55 5.75 4.80
C 4.50 6.43 5.62
H 1.80 1.81 5.02
H 2.85 0.59 4.28
H 3.52 1.77 5.41
H 2.37 2.39 2.65
H 4.08 2.41 3.06
H 5.50 6.36 5.20
H 4.49 6.02 6.63
H 4.19 7.47 5.65
C 4.04 -6.33 -4.55
C 2.83 -6.20 -3.66
O 1.62 -6.00 -4.43
C 1.12 -7.09 -4.99
O 1.55 -8.21 -4.90
O 0.03 -6.73 -5.68
C -0.60 -7.80 -6.39
H 4.12 -5.46 -5.21
H 4.95 -6.38 -3.94
H 3.99 -7.22 -5.17
H 2.90 -5.33 -3.02
H 2.71 -7.08 -3.02
H -0.81 -8.64 -5.73
H 0.03 -8.13 -7.22
H -1.53 -7.40 -6.77
C -0.17 2.97 11.04
C -1.04 4.08 10.50
O -0.36 4.86 9.50
C -0.29 4.30 8.29
O -0.77 3.24 7.97
O 0.38 5.12 7.49
C 0.58 4.63 6.16
H 0.78 3.37 11.41
H -0.67 2.46 11.86
H 0.06 2.24 10.27
H -1.28 4.79 11.28
H -1.97 3.70 10.09
H -0.37 4.34 5.71
H 1.26 3.78 6.18
H 1.02 5.43 5.58

## Properties
* multiplicity: 1
* net charge: 0
* HOMO energy: -9.88 eV
* HOMO-LUMO gap: 9.156 eV
* SMILES: CCCOCc1cc2c(c([Si](C)(C)C)c1CCCCOC(C)=O)C(=O)N(CC(=O)F)C2=O.CCOC(=O)OC.CCOC(=O)OC.CCOC(=O)OC.CCOC(=O)OC

---

# 2
C24H25N4OV | wB97M-V/def2-TZVPD

Atoms and positions in Å:
C 2.23 -0.16 2.89
C 2.27 -0.82 1.62
C 1.99 0.16 0.60
H 2.56 -1.84 1.44
C 1.78 1.41 1.24
C 1.97 1.23 2.65
H 1.55 2.35 0.74
C -1.21 -1.79 2.91
C -0.02 -2.24 2.27
C -0.17 -1.98 0.85
H 0.80 -2.77 2.74
C -1.47 -1.41 0.63
C -2.08 -1.26 1.91
H 1.98 -0.02 -0.47
H 1.95 2.01 3.41
H 2.46 -0.62 3.86
H -3.10 -0.90 2.07
H 0.51 -2.28 0.05
H -1.45 -1.94 3.96
V 0.24 -0.10 1.93
C -2.22 -1.36 -0.70
C -3.54 -2.13 -0.52
C -1.41 -2.04 -1.81
H -3.35 -3.17 -0.24
H -4.10 -2.14 -1.47
H -4.18 -1.67 0.24
H -1.20 -3.08 -1.52
H -0.45 -1.53 -2.00
H -1.99 -2.06 -2.74
C -2.59 0.10 -1.10
C -1.44 1.03 -1.38
H -3.18 0.54 -0.28
H -3.24 0.05 -1.99
O -0.64 1.36 -0.48
N -1.32 1.54 -2.62
C -0.32 2.57 -2.90
H -2.07 1.41 -3.29
C 1.06 1.98 -3.03
C 2.19 2.60 -2.46
H 2.04 3.51 -1.87
C 3.46 2.05 -2.65
H 4.33 2.54 -2.21
C 3.62 0.89 -3.41
H 4.61 0.47 -3.58
C 2.49 0.26 -3.96
H 2.59 -0.66 -4.54
C 1.22 0.80 -3.76
H 0.33 0.32 -4.18
H -0.33 3.32 -2.10
H -0.62 3.05 -3.85
N -0.45 0.70 3.55
C -0.60 0.77 4.72
N -0.89 0.99 5.93
C -0.47 0.27 6.96
N -0.14 -0.32 7.93

## Properties
* <S²>: 3.771
* multiplicity: 4
* net charge: -1
* HOMO energy (alpha / beta): -1.75 / -4.12 eV
* HOMO-LUMO gap (alpha / beta): 4.045 / 6.404 eV

---

# 3
C10H21Br3ClCuN | wB97M-V/def2-TZVPD

Atoms and positions in Å:
Cu 1.46 3.50 4.66
C -3.65 -0.94 -1.74
C -3.35 0.54 -1.45
C -1.89 0.95 -1.59
C -1.07 0.26 -0.51
N 0.41 0.43 -0.64
C 0.98 -0.03 -1.96
C 2.47 -0.22 -1.66
C 2.56 -0.53 -0.17
C 1.13 -0.41 0.36
C 0.72 1.88 -0.42
H -2.81 -1.50 -2.15
H -4.51 -1.06 -2.40
H -3.99 -1.49 -0.86
H -3.66 0.77 -0.42
H -4.02 1.10 -2.10
H -1.87 2.03 -1.46
H -1.55 0.69 -2.60
H -1.30 -0.80 -0.68
H -1.37 0.57 0.49
H 0.80 0.69 -2.75
H 0.51 -1.00 -2.10
H 2.95 0.75 -1.81
H 2.92 -0.93 -2.35
H 3.21 0.17 0.37
H 2.97 -1.50 0.11
H 1.08 0.04 1.35
H 0.61 -1.37 0.38
H 0.32 2.43 -1.26
H 1.80 2.01 -0.39
H 0.30 2.20 0.53
Cl 0.99 1.43 3.44
C 1.40 -2.01 4.25
Br 2.81 -3.29 4.40
Br 0.92 -1.73 6.09
Br -0.07 -2.58 3.19
H 1.80 -1.09 3.84

## Properties
* <S²>: 0.756
* multiplicity: 2
* net charge: +2
* HOMO energy (alpha / beta): -15.85 / -15.83 eV
* HOMO-LUMO gap (alpha / beta): 8.998 / 4.064 eV

---

# 4
C33H92O37P4S7 | wB97M-V/def2-TZVPD

Atoms and positions in Å:
C -4.64 -1.15 -3.60
C -3.65 -2.35 -3.49
O -4.46 -3.56 -3.42
S -3.64 -5.01 -3.31
C -3.97 -5.63 -5.03
O -2.24 -4.73 -3.11
O -4.37 -5.77 -2.29
H -5.12 -1.31 -4.57
H -4.12 -0.20 -3.59
H -5.34 -1.28 -2.77
H -3.05 -2.35 -4.39
H -3.02 -2.29 -2.60
H -3.63 -4.87 -5.74
H -5.00 -5.97 -5.10
H -3.32 -6.51 -5.12
C 1.00 -5.93 -1.40
C 0.99 -6.07 -2.95
O 1.66 -7.25 -3.29
S 2.19 -7.39 -4.83
C 3.77 -6.37 -4.60
O 2.68 -8.74 -5.08
O 1.30 -6.68 -5.76
H 0.55 -6.74 -0.83
H 0.54 -4.99 -1.08
H 2.06 -5.89 -1.12
H 0.01 -6.12 -3.41
H 1.47 -5.18 -3.34
H 4.29 -6.67 -3.69
H 3.59 -5.30 -4.51
H 4.48 -6.48 -5.43
C -5.93 -2.47 -0.14
C -5.17 -2.91 1.11
O -3.86 -3.35 0.75
S -3.05 -4.45 1.68
C -4.14 -5.91 1.15
O -1.73 -4.62 1.08
O -3.27 -4.24 3.12
H -6.91 -2.06 0.11
H -6.04 -3.28 -0.86
H -5.39 -1.67 -0.65
H -5.18 -2.08 1.81
H -5.73 -3.68 1.63
H -3.54 -6.80 1.37
H -4.34 -5.74 0.09
H -5.05 -5.85 1.75
C -4.28 5.91 0.52
C -4.52 4.59 -0.10
O -3.56 4.35 -1.11
S -3.83 3.01 -2.16
C -3.83 1.62 -0.97
O -5.15 3.10 -2.71
O -2.66 2.87 -3.00
H -4.30 6.69 -0.24
H -3.24 5.96 0.85
H -5.05 6.05 1.28
H -4.44 3.73 0.57
H -5.53 4.58 -0.51
H -3.48 0.69 -1.41
H -4.90 1.54 -0.76
H -3.19 1.83 -0.11
C 7.02 -1.84 -3.43
C 5.62 -1.82 -3.93
O 4.79 -2.34 -2.95
S 3.15 -2.32 -3.16
C 2.91 -0.53 -2.79
O 2.80 -2.52 -4.55
O 2.60 -3.17 -2.08
H 7.35 -2.79 -3.02
H 7.07 -1.08 -2.65
H 7.76 -1.72 -4.23
H 5.29 -0.83 -4.25
H 5.65 -2.48 -4.80
H 3.34 -0.36 -1.80
H 1.84 -0.34 -2.76
H 3.33 0.04 -3.62
C -1.23 -0.89 4.57
C -1.45 0.09 5.72
O -2.40 -0.51 6.50
S -2.70 -0.13 8.05
C -3.81 1.30 7.73
O -3.62 -1.10 8.68
O -1.51 0.40 8.66
H -2.07 -1.45 4.15
H -0.53 -1.70 4.79
H -0.81 -0.32 3.75
H -0.59 0.27 6.36
H -1.74 1.06 5.34
H -4.19 1.64 8.70
H -4.54 0.91 7.02
H -3.35 2.13 7.20
C -0.76 0.77 -4.37
C 0.08 2.07 -4.52
O 0.42 2.30 -5.88
S 1.36 3.61 -6.34
C 3.02 2.91 -5.82
O 1.34 3.82 -7.77
O 1.05 4.73 -5.42
H -1.28 0.83 -3.41
H -0.12 -0.11 -4.37
H -1.54 0.66 -5.13
H -0.43 2.91 -4.07
H 0.97 1.97 -3.90
H 3.08 2.45 -4.83
H 3.64 3.81 -5.86
H 3.41 2.29 -6.63
C 4.52 4.65 0.37
O 4.79 3.90 1.58
P 3.92 4.15 2.94
O 3.93 5.54 3.46
O 4.46 3.09 3.98
C 5.78 3.37 4.60
O 2.47 3.54 2.53
C 2.41 2.14 2.18
H 3.64 5.28 0.43
H 4.28 4.04 -0.50
H 5.34 5.30 0.09
H 6.46 3.47 3.75
H 6.26 2.58 5.17
H 5.73 4.31 5.14
H 1.39 2.02 2.54
H 3.12 1.55 2.75
H 2.48 2.07 1.09
C 2.07 -0.36 5.39
O 1.84 -1.16 4.29
P 3.05 -2.01 3.65
O 4.15 -1.26 3.00
O 2.21 -2.91 2.52
C 2.77 -3.47 1.32
O 3.50 -3.08 4.81
C 4.49 -4.02 4.51
H 1.66 0.59 5.07
H 3.12 -0.16 5.59
H 1.59 -0.71 6.30
H 3.78 -3.07 1.19
H 2.23 -3.45 0.38
H 3.07 -4.50 1.54
H 5.38 -3.53 4.91
H 4.75 -3.97 3.45
H 4.27 -5.08 4.68
C -0.24 2.64 -0.45
O -0.74 1.37 -0.70
P 0.01 0.01 -0.18
O 1.48 -0.04 -0.26
O -0.73 -0.43 1.21
C -2.10 -0.86 1.30
O -0.63 -1.09 -1.20
C -0.58 -2.50 -0.95
H 0.67 2.64 0.16
H -0.97 3.35 -0.06
H 0.17 2.99 -1.40
H -2.14 -1.83 1.81
H -2.69 -0.81 0.38
H -2.60 -0.22 2.02
H -1.58 -2.93 -0.90
H -0.16 -2.74 0.02
H -0.01 -3.04 -1.71
C 1.86 7.19 1.05
O 0.62 7.80 1.37
P -0.80 6.97 1.29
O -0.88 6.00 0.18
O -0.96 6.44 2.83
C 0.00 5.46 3.31
O -1.91 8.15 1.15
C -1.82 9.34 1.92
H 2.35 7.96 0.44
H 1.71 6.31 0.43
H 2.48 7.07 1.94
H 0.75 5.28 2.55
H -0.46 4.50 3.53
H 0.53 5.82 4.19
H -1.05 9.30 2.69
H -2.79 9.50 2.40
H -1.66 10.25 1.34

## Properties
* multiplicity: 1
* net charge: 0
* HOMO energy: -10.53 eV
* HOMO-LUMO gap: 10.452 eV
* SMILES: CCOS(C)(=O)=O.CCOS(C)(=O)=O.CCOS(C)(=O)=O.CCOS(C)(=O)=O.CCOS(C)(=O)=O.CCOS(C)(=O)=O.CCOS(C)(=O)=O.COP(=O)(OC)OC.COP(=O)(OC)OC.COP(=O)(OC)OC.COP(=O)(OC)OC

---

# 5
C33H47F12N3O2PbSSi4Te | wB97M-V/def2-TZVPD

Atoms and positions in Å:
Pb 1.15 -0.02 -0.28
C -3.25 -1.81 4.94
C -2.65 -0.94 3.87
C -3.43 -0.24 2.96
C -2.87 0.40 1.88
C -1.47 0.35 1.62
N -0.93 0.68 0.43
C -1.71 0.90 -0.72
C -2.84 0.12 -0.99
C -3.55 0.22 -2.17
C -3.16 1.11 -3.16
C -3.89 1.21 -4.47
C -2.04 1.89 -2.90
C -1.30 1.82 -1.71
C -0.10 2.79 -1.47
O 0.95 2.29 -0.82
C -0.70 4.03 -0.72
F -1.26 3.67 0.44
F -1.68 4.66 -1.42
F 0.23 4.95 -0.45
C 0.49 3.31 -2.84
F 1.63 3.99 -2.64
F 0.80 2.27 -3.63
F -0.28 4.13 -3.59
C -0.66 -0.02 2.75
C -1.27 -0.76 3.76
C 0.81 0.44 2.85
O 1.65 0.10 1.83
C 1.54 -0.15 4.12
F 1.69 -1.47 4.01
F 2.76 0.38 4.24
F 0.95 0.06 5.32
C 0.85 2.00 3.03
F 2.06 2.50 2.77
F 0.52 2.38 4.29
F -0.01 2.62 2.22
H -4.18 -1.39 5.32
H -2.57 -1.93 5.78
H -3.47 -2.82 4.57
H -4.51 -0.19 3.10
H -3.50 0.94 1.19
H -3.13 -0.63 -0.27
H -4.40 -0.44 -2.33
H -4.93 0.89 -4.36
H -3.43 0.58 -5.23
H -3.89 2.23 -4.85
H -1.75 2.60 -3.66
H -0.66 -1.19 4.54
C 4.92 -4.08 -1.37
Si 3.53 -5.23 -1.86
C 4.33 -6.90 -2.21
C 2.85 -4.63 -3.50
Si 1.91 -5.21 -0.19
Te 1.58 -2.96 0.74
Si 2.88 -6.26 1.69
C 4.41 -5.30 2.22
C 1.66 -6.22 3.11
C 3.46 -8.05 1.53
Si 0.19 -6.63 -0.90
C -0.52 -6.18 -2.57
C 0.79 -8.41 -1.13
C -1.21 -6.73 0.35
H 5.57 -3.86 -2.22
H 5.53 -4.52 -0.58
H 4.53 -3.14 -0.97
H 5.10 -6.75 -2.98
H 3.62 -7.64 -2.59
H 4.81 -7.32 -1.33
H 3.68 -4.39 -4.18
H 2.24 -3.73 -3.38
H 2.23 -5.39 -3.98
H 4.22 -4.23 2.15
H 5.27 -5.54 1.60
H 4.65 -5.53 3.26
H 1.31 -5.20 3.26
H 2.14 -6.56 4.03
H 0.79 -6.84 2.92
H 4.19 -8.18 0.73
H 2.65 -8.75 1.34
H 3.94 -8.34 2.48
H 0.24 -6.27 -3.35
H -0.91 -5.16 -2.59
H -1.35 -6.86 -2.82
H 1.61 -8.48 -1.84
H -0.04 -9.01 -1.50
H 1.14 -8.85 -0.19
H -1.55 -5.73 0.64
H -0.87 -7.24 1.25
H -2.05 -7.29 -0.07
C -4.81 -4.62 -1.55
N -4.54 -3.86 -0.36
C -5.44 -3.90 0.77
C -4.69 -3.06 1.82
N -3.33 -3.12 1.32
C -3.28 -3.48 0.01
S -1.91 -3.41 -0.90
H -5.79 -4.34 -1.95
H -4.80 -5.70 -1.36
H -4.04 -4.39 -2.29
H -5.60 -4.93 1.12
H -6.41 -3.48 0.51
H -4.76 -3.49 2.82
H -5.06 -2.03 1.86
H -2.62 -2.49 1.66

## Properties
* ΔE to the lowest compared entry with this formula, charge and spin: 0.636 eV
* multiplicity: 1
* net charge: -2
* HOMO energy: -1.53 eV
* HOMO-LUMO gap: 5.368 eV

---

Q: Look up the net charge of the second one.
A: -1

---

Q: Among the records above, which one has the highest net charge?
A: C10H21Br3ClCuN